Record 1
ORCA calculation (ωB97M-V/def2-TZVPD) on a 40-piece molecular cluster, H80O40 overall.

Results
E_tot (eV): -83198.877
Orbital gap (eV): 10.683
Relative energy (zero: lowest compared OMol25 entry of this formula, charge and spin) (eV): 6.9388
Net charge: 0

Each atom is followed by the atoms it is bonded to, with distances in Å.
CARTESIAN COORDINATES (ANGSTROEM)
1 H 4.62918 4.55881 2.15799  O3 0.958
2 H 3.31319 3.79464 2.51236  O3 0.962
3 O 3.79070 4.62319 2.61674  H1 0.958, H2 0.962
4 H 1.64870 1.32770 -5.64595  O6 0.956
5 H 1.08650 0.23412 -6.69673  O6 0.946
6 O 1.80386 0.53732 -6.16008  H4 0.956, H5 0.946
7 H -1.16160 -0.88283 4.17258  O9 0.966
8 H -0.90766 -2.40661 4.44228  O9 0.952
9 O -0.48833 -1.56671 4.28311  H7 0.966, H8 0.952
10 H 2.75163 0.63736 -3.75365  O12 0.966
11 H 3.50409 -0.18473 -2.77764  O12 0.966
12 O 2.84947 0.52547 -2.79933  H10 0.966, H11 0.966
13 H -4.53694 1.07407 3.97997  O15 0.952
14 H -4.43885 2.40385 3.42296  O15 0.957
15 O -5.04683 1.66450 3.43357  H13 0.952, H14 0.957
16 H -3.06200 4.77568 2.28526  O17 0.981
17 O -3.63870 4.44944 1.56241  H16 0.981, H95 0.974
18 H 1.36631 -1.56348 -0.48533  O19 0.976
19 O 0.40503 -1.68027 -0.36116  H18 0.976, H97 0.975
20 H 2.87801 -1.18447 2.23706  O22 0.972
21 H 1.82088 -0.65299 3.36097  O22 0.957
22 O 2.07995 -0.66842 2.44013  H20 0.972, H21 0.957
23 H -5.64612 -1.87915 0.07766  O25 0.967
24 H -6.17226 -2.60263 1.26631  O25 0.967
25 O -5.62248 -2.75539 0.48620  H23 0.967, H24 0.967
26 H 1.06265 3.08911 -1.59908  O28 0.961
27 H 2.06470 1.86706 -1.99076  O28 0.972
28 O 1.88804 2.63260 -1.41766  H26 0.961, H27 0.972
29 H 3.75529 -0.50483 4.81357  O31 0.954
30 H 4.36947 0.15517 3.42602  O31 0.946
31 O 3.99491 0.25526 4.28936  H29 0.954, H30 0.946
32 H 0.21856 1.58212 5.05305  O33 0.949
33 O -0.34508 1.38141 4.31628  H32 0.949, H98 0.951
34 H -2.11928 -5.04458 0.64313  O36 0.963
35 H -1.14568 -5.22371 -0.39537  O36 0.967
36 O -2.09390 -5.05019 -0.31957  H34 0.963, H35 0.967
37 H -4.77846 0.30578 1.71827  O39 0.957
38 H -4.95757 -1.36439 1.67038  O39 0.950
39 O -4.54465 -0.57711 2.00405  H37 0.957, H38 0.950
40 H -1.92065 0.54899 -1.22848  O42 0.971
41 H -0.64053 1.01606 -0.46931  O42 0.971
42 O -1.44432 1.33425 -0.91238  H40 0.971, H41 0.971
43 H -3.64877 0.59713 -3.97799  O45 0.939
44 H -5.03863 1.04675 -3.41333  O45 0.957
45 O -4.24316 1.31654 -3.87244  H43 0.939, H44 0.957
46 H -1.49511 -4.37519 -4.96388  O48 0.965
47 H -0.89682 -4.42937 -3.62989  O48 0.971
48 O -0.89849 -4.93862 -4.45628  H46 0.965, H47 0.971
49 H 3.01733 3.20104 0.52299  O51 0.956
50 H 2.77190 1.81054 1.33913  O51 0.945
51 O 3.37196 2.47143 1.02921  H49 0.956, H50 0.945
52 H -3.73198 -0.58799 3.31556  O53 1.001
53 O -3.21735 -0.81647 4.14356  H52 1.001, H94 0.949
54 H 2.98757 0.15328 0.48964  O56 0.962
55 H 2.35423 1.06271 -0.47582  O56 0.986
56 O 2.41565 0.09826 -0.28144  H54 0.962, H55 0.986
57 H -2.41150 -2.76247 -2.78283  O58 0.946
58 O -2.84454 -3.36753 -2.19821  H57 0.946, H96 0.954
59 H 2.22816 -3.04424 -3.17007  O61 0.974
60 H 1.71391 -3.13894 -1.86991  O61 0.968
61 O 2.58590 -2.99719 -2.26590  H59 0.974, H60 0.968
62 H -0.33176 1.77858 -3.67479  O64 0.963
63 H -0.27870 0.38617 -3.15641  O64 0.961
64 O -0.44804 0.86950 -3.96988  H62 0.963, H63 0.961
65 H -2.03247 3.68745 -2.67805  O67 0.953
66 H -0.95609 2.94312 -1.66644  O67 0.946
67 O -1.16397 3.33871 -2.50019  H65 0.953, H66 0.946
68 H 5.69000 2.76581 -1.44286  O70 0.957
69 H 4.16149 2.70099 -1.48566  O70 0.914
70 O 4.89033 3.16708 -1.78110  H68 0.957, H69 0.914
71 H -2.84017 3.09007 1.35301  O73 1.045
72 H -2.13333 1.83457 0.90388  O73 0.975
73 O -2.51320 2.17402 1.73559  H71 1.045, H72 0.975
74 H 6.25285 -0.84329 0.34217  O76 0.940
75 H 6.62521 -0.49855 -1.21332  O76 0.915
76 O 6.26317 -0.27181 -0.40385  H74 0.940, H75 0.915
77 H 1.17372 0.26551 1.31015  O79 0.983
78 H -0.18597 0.91090 1.85191  O79 0.962
79 O 0.40272 0.83674 1.09491  H77 0.983, H78 0.962
80 H 0.12795 2.82764 0.69707  O82 0.966
81 H 0.74938 4.12727 0.30051  O82 0.964
82 O -0.06802 3.62721 0.19191  H80 0.966, H81 0.964
83 H -2.82488 6.22815 -1.39281  O85 0.957
84 H -1.50286 6.47932 -0.50666  O85 0.955
85 O -2.37528 6.09492 -0.55901  H83 0.957, H84 0.955
86 H -0.79772 -1.51554 1.44833  O88 0.952
87 H -1.21405 -2.94836 0.89162  O88 0.965
88 O -1.05918 -2.40300 1.67266  H86 0.952, H87 0.965
89 H 2.05498 -5.85577 1.46326  O90 0.969
90 O 2.88340 -5.70155 0.98471  H89 0.969, H99 0.962
91 H 2.59125 -3.12090 2.30605  O93 0.971
92 H 3.72841 -3.70390 1.62874  O93 0.974
93 O 3.46724 -2.83991 1.99437  H91 0.971, H92 0.974
94 H -3.65126 -0.92199 4.98079  O53 0.949
95 H -3.28836 4.97856 0.82397  O17 0.974
96 H -3.43876 -3.94264 -2.67320  O58 0.954
97 H 0.14936 -0.83045 0.04206  O19 0.975
98 H -1.00124 2.06856 4.27880  O33 0.951
99 H 2.61031 -5.23099 0.19093  O90 0.962
100 O 1.02648 -3.89477 4.51579  H101 0.960, H102 0.960
101 H 0.48553 -3.52609 3.81401  O100 0.960
102 H 1.73628 -3.26689 4.67163  O100 0.960
103 O 0.34580 4.19569 -5.16718  H104 0.958, H105 0.944
104 H 0.60434 3.54903 -5.82488  O103 0.958
105 H -0.41744 3.91561 -4.68765  O103 0.944
106 O -1.44358 4.37534 3.03484  H107 0.944, H108 0.981
107 H -0.87122 4.17578 3.75823  O106 0.944
108 H -1.87343 3.59630 2.62089  O106 0.981
109 O -3.10617 -1.14116 -0.62918  H110 0.978, H111 0.957
110 H -3.23966 -2.07445 -0.88809  O109 0.978
111 H -2.78911 -1.20553 0.27095  O109 0.957
112 O 2.25617 -2.43262 -4.99581  H113 0.958, H114 0.949
113 H 1.49345 -2.84231 -5.40661  O112 0.958
114 H 2.57393 -1.69540 -5.50193  O112 0.949
115 O 0.90565 -4.33174 1.73361  H116 0.960, H117 0.981
116 H 0.90824 -4.75660 2.59451  O115 0.960
117 H 0.21627 -3.63512 1.69168  O115 0.981
118 O -0.31993 -2.17042 -2.88057  H119 0.951, H120 0.975
119 H 0.19529 -1.48141 -3.28673  O118 0.951
120 H 0.00717 -2.18656 -1.96198  O118 0.975



Record 2
ORCA calculation (ωB97M-V/def2-TZVPD) on a 40-piece molecular cluster, H80O40 overall.

Results
E_tot (eV): -83193.087
Orbital gap (eV): 9.199
Relative energy (zero: lowest compared OMol25 entry of this formula, charge and spin) (eV): 12.7284
Net charge: 0

Each atom is followed by the atoms it is bonded to, with distances in Å.
CARTESIAN COORDINATES (ANGSTROEM)
1 H 2.21626 2.00002 4.98484  O3 0.969
2 H 2.24860 1.20956 6.40393  O3 1.010
3 O 2.10454 1.13506 5.40733  H1 0.969, H2 1.010
4 H 0.16449 -4.92072 3.78853  O6 0.935
5 H 1.72073 -5.12076 3.50483  O6 0.966
6 O 1.01977 -4.54633 3.84025  H4 0.935, H5 0.966
7 H 0.40831 4.11697 -3.27845  O9 1.044
8 H -0.17877 3.44279 -2.16578  O9 0.977
9 O 0.46856 3.16922 -2.84446  H7 1.044, H8 0.977
10 H -0.47078 -2.31844 5.08240  O12 0.888
11 H -1.67418 -1.86749 5.95330  O12 0.987
12 O -0.88995 -1.60821 5.41260  H10 0.888, H11 0.987
13 H 2.47813 -2.99157 -0.00304  O15 0.981
14 H 3.33120 -4.28708 0.25744  O15 0.993
15 O 2.40012 -3.95532 0.16301  H13 0.981, H14 0.993
16 H -4.54257 -1.27206 -1.53611  O17 0.993
17 O -4.52249 -2.24761 -1.71796  H16 0.993, H95 0.954
18 H -1.51213 2.15879 0.82776  O19 0.973
19 O -1.43289 2.39278 1.76935  H18 0.973, H97 0.957
20 H 3.07460 4.97633 -1.06155  O22 0.900
21 H 2.76120 6.30978 -0.57852  O22 0.903
22 O 2.95841 5.83078 -1.31805  H20 0.900, H21 0.903
23 H -3.62491 -2.66040 1.27697  O25 0.956
24 H -2.01947 -2.64889 1.13887  O25 0.959
25 O -2.84567 -2.18275 0.99543  H23 0.956, H24 0.959
26 H 2.20665 2.88566 -2.22175  O28 0.953
27 H 2.69516 1.62664 -1.64884  O28 0.964
28 O 2.72579 2.57650 -1.48455  H26 0.953, H27 0.964
29 H 4.61957 0.02660 2.60853  O31 0.965
30 H 4.63366 1.60808 2.24893  O31 0.993
31 O 4.08666 0.78376 2.33491  H29 0.965, H30 0.993
32 H 6.15615 0.05500 -1.29893  O33 0.970
33 O 5.70394 -0.78591 -1.46729  H32 0.970, H98 0.921
34 H -1.24527 -4.98145 2.20462  O36 0.953
35 H -1.34821 -6.43030 2.19378  O36 0.999
36 O -1.29618 -5.67963 2.85086  H34 0.953, H35 0.999
37 H -0.61847 0.90847 4.84358  O39 0.946
38 H -1.51602 1.40789 3.59963  O39 0.951
39 O -0.68520 1.06780 3.91386  H37 0.946, H38 0.951
40 H -2.69667 -1.08993 -0.49119  O42 0.994
41 H -2.34103 -0.48791 -1.74078  O42 0.904
42 O -2.88375 -0.28741 -1.04672  H40 0.994, H41 0.904
43 H -1.39876 -2.16372 -6.49470  O45 0.921
44 H -2.93524 -1.87864 -6.02981  O45 0.944
45 O -2.02433 -1.63455 -6.07311  H43 0.921, H44 0.944
46 H 1.01929 0.07108 3.55821  O48 0.959
47 H -0.09642 -0.92560 3.41366  O48 0.987
48 O 0.65375 -0.53122 2.90795  H46 0.959, H47 0.987
49 H -3.45511 -3.84576 -0.13537  O51 0.903
50 H -4.46081 -4.88008 -0.50708  O51 0.930
51 O -4.09810 -4.38833 0.19389  H49 0.903, H50 0.930
52 H 0.85405 2.54480 2.50130  O53 1.006
53 O 1.68493 2.27531 2.99978  H52 1.006, H94 0.908
54 H 0.77558 -4.84458 -2.55137  O56 0.923
55 H 0.87411 -4.44880 -1.05495  O56 0.985
56 O 0.51466 -5.09792 -1.70321  H54 0.923, H55 0.985
57 H -4.53029 0.73688 2.14799  O58 0.972
58 O -4.61570 1.69816 2.26471  H57 0.972, H96 0.957
59 H 0.79279 2.33729 -4.41837  O61 0.916
60 H 1.06365 1.99850 -5.92661  O61 0.910
61 O 1.09189 1.74755 -5.05265  H59 0.916, H60 0.910
62 H -0.17607 5.97967 -2.43661  O64 0.943
63 H -1.13773 5.23457 -1.32852  O64 0.985
64 O -0.79690 5.29394 -2.25105  H62 0.943, H63 0.985
65 H -3.70095 3.73329 -3.74378  O67 0.993
66 H -2.37778 3.44608 -3.97730  O67 0.994
67 O -3.20678 3.35549 -4.51768  H65 0.993, H66 0.994
68 H -1.94100 -4.69281 -0.42466  O70 0.973
69 H -0.76008 -4.10835 -1.10830  O70 0.998
70 O -1.54274 -3.81569 -0.56329  H68 0.973, H69 0.998
71 H 2.46175 -1.07713 -3.80611  O73 0.894
72 H 1.93853 -0.03049 -4.91845  O73 0.906
73 O 1.83124 -0.69436 -4.31127  H71 0.894, H72 0.906
74 H 3.75251 -0.68028 0.98785  O76 0.978
75 H 4.65158 -1.82102 1.14190  O76 0.948
76 O 4.08803 -1.44515 0.47932  H74 0.978, H75 0.948
77 H -2.29306 4.28105 0.27390  O79 0.942
78 H -2.45857 5.73849 0.55449  O79 0.933
79 O -2.07097 5.13915 -0.04629  H77 0.942, H78 0.933
80 H 0.58267 -3.89754 1.03430  O82 0.941
81 H 1.39245 -3.21050 1.94957  O82 0.991
82 O 0.45912 -3.53869 1.89591  H80 0.941, H81 0.991
83 H 4.35010 -4.77884 1.85687  O85 0.972
84 H 3.47254 -3.54566 2.32545  O85 0.943
85 O 4.34672 -3.85122 2.14628  H83 0.972, H84 0.943
86 H -1.84385 -0.82097 -4.27937  O88 1.034
87 H -2.78180 -1.80720 -3.71475  O88 0.967
88 O -1.83191 -1.63978 -3.64837  H86 1.034, H87 0.967
89 H -3.18374 2.23420 -1.38445  O90 1.009
90 O -3.26123 3.18751 -1.70731  H89 1.009, H99 0.954
91 H 2.91205 3.43494 1.39762  O93 1.100
92 H 2.27232 3.56645 -0.16493  O93 0.942
93 O 2.55490 4.07428 0.57650  H91 1.100, H92 0.942
94 H 1.87507 1.59852 2.42551  O53 0.908
95 H -4.95159 -2.56648 -0.92833  O17 0.954
96 H -3.96976 2.25621 2.69644  O58 0.957
97 H -0.51291 2.15289 1.87678  O19 0.957
98 H 5.04575 -0.76241 -2.11073  O33 0.921
99 H -3.62756 3.70883 -0.99703  O90 0.954
100 O -2.47483 4.98048 3.43735  H101 0.912, H102 0.965
101 H -2.85851 4.47621 2.78139  O100 0.912
102 H -1.61008 4.80752 3.04575  O100 0.965
103 O 2.54929 -1.64976 4.58376  H104 0.956, H105 0.939
104 H 1.62952 -1.54881 4.82563  O103 0.956
105 H 2.75944 -1.02132 3.91834  O103 0.939
106 O 0.46498 1.67204 0.49484  H107 0.928, H108 1.017
107 H 1.13911 2.11227 0.03243  O106 0.928
108 H 0.57067 0.72279 0.14659  O106 1.017
109 O 0.41751 6.68888 0.84049  H110 1.007, H111 1.037
110 H 0.60556 6.58218 -0.14341  O109 1.007
111 H 0.18763 5.68028 0.76806  O109 1.037
112 O 0.53455 -3.13022 -3.23759  H113 1.044, H114 0.905
113 H -0.14867 -2.38756 -3.50406  O112 1.044
114 H 1.40056 -2.90989 -3.38334  O112 0.905
115 O -3.94078 -2.99885 -4.09369  H116 0.986, H117 0.929
116 H -4.23074 -2.89415 -3.15682  O115 0.986
117 H -3.77060 -3.80980 -4.51325  O115 0.929
118 O 1.32849 -0.06241 -1.72251  H119 0.985, H120 0.937
119 H 0.81256 -0.06723 -2.56144  O118 0.985
120 H 1.52613 -0.96234 -1.55045  O118 0.937